No. 1
Here is 2 unconnected molecules or ions with the total composition C3H10N2O in a non-equilibrium geometry from OMol25. Energies are from the ωB97M-V functional and the def2-TZVPD basis.

Properties
- E_HOMO: -0.309 Eh
- Kohn-Sham gap: 9.38 eV

Each line ends with the natural charge from an NBO analysis.
Geometry (Å):
C  -1.59399  -0.52044  -0.10060  0.00
C  -2.69657  -0.44602  -0.84409  -0.48
N  -1.14680  0.29970  0.89724  -0.87
H  -1.08413  -1.48979  -0.21229  0.15
H  -2.84879  -1.26517  -1.52423  0.21
H  -3.13730  0.53970  -0.95164  0.20
H  2.40064  -1.08024  1.10539  0.48
H  -1.76783  0.51000  1.65931  0.39
H  -0.19324  0.46691  1.17199  0.40
N  1.62221  0.03973  -1.00810  -0.86
C  1.98772  0.60125  0.26984  0.09
O  1.79641  -0.35416  1.29879  -0.73
H  0.76060  -0.48977  -0.93556  0.37
H  1.48020  0.77533  -1.68958  0.37
H  3.02968  0.92291  0.35119  0.15
H  1.39118  1.49005  0.51234  0.14



No. 2
Here is a molecular structure, C17H19NPReS in a non-equilibrium geometry from OMol25. Energies are from the ωB97M-V functional and the def2-TZVPD basis.

Properties
- Charge: +1
- E_HOMO (alpha / beta): -0.345 / -0.428 Eh
- 2S+1: 4
- Kohn-Sham gap (alpha / beta): 6.36 / 8.15 eV

Each line ends with the natural charge from an NBO analysis.
Geometry (Å):
C  -1.71150  -0.78461  -0.46236  -0.36
C  -1.62597  -0.04537  -1.68034  -0.34
C  -1.56713  1.36802  -1.53540  -0.26
C  -1.43748  1.96638  -0.25427  -0.32
C  -1.33362  1.21158  0.94181  -0.31
Re  -0.19385  0.31629  -0.25405  0.76
P  1.37615  -1.45267  -1.08964  0.20
H  -2.07311  -1.79994  -0.36631  0.22
H  -1.59826  -0.56522  -2.63359  0.26
H  -1.50020  2.02424  -2.40177  0.26
H  -1.26811  1.66511  1.92583  0.23
H  -1.24783  3.03236  -0.21890  0.24
H  2.71281  -1.07082  -1.07395  0.02
H  1.33522  -2.05827  -2.36127  0.03
H  1.44191  -2.67330  -0.33815  0.04
N  1.12360  -0.13844  1.32911  -1.13
S  2.48949  0.66485  1.76169  1.12
C  2.40190  0.99715  3.54718  -0.25
C  3.17788  2.05700  4.04465  -0.20
C  3.28770  2.26148  5.42317  -0.19
C  2.58597  1.43911  6.31234  -0.17
C  1.78268  0.40982  5.80758  -0.21
C  1.68644  0.18808  4.42471  -0.15
C  3.52601  -0.78805  1.87112  -0.15
C  3.03777  -1.99497  2.36084  -0.24
C  3.89696  -3.09484  2.46480  -0.19
C  5.24163  -2.96926  2.07663  -0.18
C  5.71182  -1.75631  1.54019  -0.19
C  4.84200  -0.67127  1.41759  -0.24
H  0.74005  -0.63845  2.11198  0.39
H  3.70443  2.69140  3.33387  0.23
H  3.92997  3.05820  5.80340  0.24
H  2.67387  1.58627  7.39184  0.24
H  1.24394  -0.24599  6.49186  0.24
H  1.06355  -0.62213  4.05026  0.20
H  2.00162  -2.09634  2.66067  0.22
H  3.52449  -4.04482  2.86941  0.24
H  5.92875  -3.81986  2.19888  0.24
H  6.75674  -1.65200  1.22790  0.24
H  5.16300  0.27883  1.00245  0.23



No. 3
Here is 13 unconnected molecules or ions with the total composition C6H37NO12 in a non-equilibrium geometry from OMol25. Energies are from the ωB97M-V functional and the def2-TZVPD basis.

Properties
- E_HOMO: -0.258 Eh
- Kohn-Sham gap: 6.99 eV

Each line ends with the natural charge from an NBO analysis.
Geometry (Å):
C  0.00982  -1.23663  1.30648  -0.59
C  0.25734  -0.48242  -0.02974  -0.42
C  1.35933  0.58602  0.04882  -0.43
C  1.50214  1.27996  -1.28023  0.22
C  2.26550  0.73340  -2.24717  -0.60
C  0.51005  3.07541  -2.66885  -0.42
N  0.53216  2.22209  -1.45345  -0.61
H  0.77228  -1.95913  1.56910  0.21
H  -0.06831  -0.46915  2.07916  0.16
H  -0.87140  -1.81388  1.05511  0.22
H  0.68213  -1.21272  -0.72621  0.23
H  -0.70786  -0.11694  -0.36553  0.21
H  2.31443  0.19866  0.39835  0.24
H  1.12971  1.33187  0.83413  0.16
H  2.47566  1.23198  -3.18282  0.18
H  2.62651  -0.28361  -2.19863  0.21
H  1.14030  3.89519  -2.30194  0.19
H  -0.49101  3.46596  -2.79741  0.20
H  1.06391  2.67781  -3.50561  0.21
H  -0.13256  2.53764  -0.77192  0.41
H  -0.37170  -2.53397  -3.56486  0.48
H  0.93746  -2.86824  -4.20816  0.48
O  0.57539  -2.51298  -3.38620  -0.94
H  -3.35281  -1.46586  2.93774  0.46
H  -2.64582  -1.13091  1.72672  0.48
O  -2.81453  -1.91264  2.26896  -0.94
H  -2.63398  0.99016  -0.85577  0.50
H  -3.04222  1.25500  -2.28074  0.47
O  -2.57529  0.60897  -1.73980  -0.97
H  -1.01348  2.19746  1.27599  0.47
H  -2.36631  2.78753  1.29228  0.48
O  -1.71750  2.44828  0.66529  -0.94
H  -2.25292  -1.18678  -2.91120  0.49
H  -2.04861  -2.42703  -2.05161  0.47
O  -2.73146  -1.91901  -2.50536  -0.95
H  0.92202  2.91670  3.34468  0.50
H  -0.43345  2.72627  3.92711  0.46
O  0.14780  3.44139  3.64153  -0.96
H  4.08844  -2.63284  1.01376  0.46
H  2.62646  -2.65755  1.39269  0.49
O  3.36375  -2.04199  1.24341  -0.96
H  1.21144  0.84230  3.42719  0.51
H  2.64790  1.16574  4.35459  0.52
O  1.78904  1.34935  3.98799  -1.02
H  0.68706  -4.51052  1.47330  0.48
H  1.77439  -4.59488  0.40354  0.49
O  1.64180  -4.47474  1.35814  -0.97
H  0.06507  4.86414  1.37968  0.47
H  -0.96405  4.28567  2.39798  0.48
O  -0.87350  4.78141  1.56175  -0.97
H  1.25209  -3.42598  -1.86357  0.50
H  2.58720  -3.34240  -1.19591  0.47
O  1.65109  -3.22498  -0.98965  -0.96
H  -4.60414  -1.59693  0.02477  0.46
H  -3.69690  -1.09196  -1.04115  0.50
O  -4.19989  -0.76971  -0.26676  -0.98



Sequential ΔE to the lowest compared entry with this formula, charge and spin output: 208.79 116.13 421.14 kJ/mol